[1]
# C26H24ClHgO2P2

C26H24ClHgO2P2 as an isolated structure at a distorted geometry (ωB97M-V/def2-TZVPD, the OMol25 dataset).

The geometry in XYZ format:
```
56
Properties=species:S:1:pos:R:3:forces:R:3
Hg 3.5602 -0.0216 2.8394 0.2120 0.2787 -0.2924
O 1.5943 -1.3939 1.3244 -0.1988 -0.0889 0.3572
P 0.4939 -1.4752 0.3363 0.8395 0.3457 0.0750
C 0.2251 0.0926 -0.5716 -0.5225 0.3927 -1.0755
P 0.5645 1.6974 0.2724 2.6966 -0.2086 0.6902
O 1.9247 1.7069 0.9283 -1.3041 -0.0424 -0.3150
C 0.5270 2.9458 -1.0495 -0.2849 -0.5749 -0.8975
C -0.3504 4.0216 -1.0545 0.7014 0.6808 -1.8064
C -0.5049 4.7631 -2.2615 -0.7552 0.4341 1.7567
C 0.1875 4.4630 -3.3973 -0.5175 0.4870 -0.6798
C 1.1124 3.4497 -3.3578 2.0103 -0.4789 -0.8316
C 1.3288 2.7031 -2.2089 -0.3136 -0.3314 0.7323
C -0.8118 1.9457 1.3949 -1.2716 0.6351 0.3986
C -2.1181 2.0970 0.9003 -0.4028 -1.2765 0.7586
C -3.2310 2.1169 1.7822 0.1957 0.6048 -2.0480
C -2.9945 2.2689 3.1252 -0.7656 0.6542 1.3273
C -1.7027 2.2234 3.6347 0.7636 0.2525 0.7970
C -0.6071 2.0248 2.7854 0.1918 0.2294 -0.6159
C -1.0982 -1.9799 0.9764 -1.2181 -1.1487 -0.1225
C -2.2087 -2.1336 0.0811 1.0016 0.3027 1.4356
C -3.4048 -2.6439 0.5317 -0.4475 0.6963 -0.7126
C -3.5479 -2.9627 1.8687 -1.4048 -0.5437 -0.0175
C -2.4869 -2.9132 2.7119 1.2752 0.2208 1.9945
C -1.2168 -2.4537 2.2953 -0.2392 0.4479 -0.7211
C 0.9161 -2.6071 -1.0138 -1.1303 -0.3745 0.6181
C 0.2103 -3.7954 -1.2625 -0.2704 -1.2446 -1.2749
C 0.5253 -4.5927 -2.4029 0.3403 0.7256 -0.2119
C 1.6186 -4.2008 -3.2253 -0.6702 -0.2336 1.1810
C 2.3154 -3.0425 -2.9039 1.1599 0.8357 -0.2353
C 1.9739 -2.2278 -1.8052 0.8892 -0.8008 -1.3357
H -0.8432 0.1213 -0.8844 0.5798 -0.0518 -0.0420
H 0.8456 0.0341 -1.5124 -0.6305 0.2368 1.0068
H -0.7941 4.4183 -0.1672 -0.5694 -0.2925 0.4406
H -1.1752 5.6263 -2.2410 0.1567 -0.2843 -0.0481
H 0.0301 5.0367 -4.3249 0.1210 -0.3023 0.5981
H 1.7809 3.3690 -4.2508 -0.6335 -0.4063 0.9228
H 2.1248 1.9304 -2.1389 -0.6994 0.5927 -0.2601
H -2.2619 2.0563 -0.1717 -0.2530 0.0630 -0.0493
H -4.2548 2.1350 1.3391 0.9475 0.0872 0.5749
H -3.8180 2.5865 3.8192 0.7439 -0.8099 -0.7482
H -1.5695 2.4111 4.7300 0.0766 -0.2942 -1.1758
H 0.4487 2.0403 3.0666 -0.4177 -0.2233 0.5200
H -2.1036 -1.7950 -0.9231 0.0006 0.0713 -0.7103
H -4.2680 -2.6597 -0.1393 0.3173 -0.1805 0.1934
H -4.5307 -3.2619 2.2753 0.6263 0.1135 -0.3895
H -2.6854 -3.1680 3.7775 0.5070 0.1249 -0.8858
H -0.3243 -2.3942 2.9334 -0.6050 -0.1018 -0.0891
H -0.6109 -4.1770 -0.6236 0.5998 0.6937 -0.3397
H -0.0957 -5.4617 -2.7412 0.6994 0.7874 0.8216
H 1.9759 -4.8653 -4.0094 -0.2738 0.3279 -0.0832
H 3.2003 -2.7132 -3.5124 -0.9696 -0.5551 0.5825
H 2.6234 -1.3707 -1.5865 -0.5070 -0.2424 0.0241
Cl 5.8958 -1.4396 0.9505 -0.2087 0.7865 0.0954
C 5.5891 0.2300 1.6934 0.2484 -1.6969 0.4653
H 5.6621 0.9567 0.9028 -0.1083 0.2531 -0.0633
H 6.3642 0.2783 2.4654 -0.3081 0.4268 -0.2897
```
Positions in Å, forces in eV/Å.

Summary:
Orbital gap (alpha / beta) ... 0.2421 / 0.2968 hartree
HOMO level (alpha / beta) ... -6.25 / -8.18 eV
Largest force on an atom ... 2.8 eV/Å
Spin multiplicity ... 2
Energy relative to the best compared isomer or geometry (same formula, charge and spin) ... 6.2 kcal/mol


[2]
# C3H10OP2

C3H10OP2 as an isolated structure at a distorted geometry (ωB97M-V/def2-TZVPD, the OMol25 dataset).

The geometry in XYZ format:
```
16
Properties=species:S:1:pos:R:3:forces:R:3
C -0.3096 -2.0203 -2.2234 1.5699 -1.7076 0.6073
C -1.0810 1.3808 0.2821 1.4684 1.1604 -0.6611
C 1.0348 1.4513 2.0021 -0.9177 2.3610 -3.2776
O -0.5043 -1.2812 -1.0484 -0.3409 0.9718 0.6842
P 0.8432 -0.9529 -0.1621 0.1683 -1.5603 2.3346
P -0.2669 0.1993 1.4248 0.3598 0.6547 0.5764
H -1.1997 -2.1308 -2.7834 -1.3079 0.1106 -0.1868
H -0.0627 -3.0553 -1.7787 0.3110 1.1336 -1.7268
H 0.4042 -1.5177 -2.9328 -0.0652 -0.8578 0.9059
H -1.7449 2.0936 0.7993 0.2982 -0.4026 -0.1175
H -1.6261 0.7608 -0.3924 -0.6762 -0.0842 -0.7026
H -0.2713 1.9716 -0.3031 -1.4164 -0.8603 0.7967
H 1.9130 1.4881 1.2965 -0.7351 -0.1871 0.6242
H 1.4050 1.3902 2.9810 0.1935 -0.2015 1.4013
H 0.4971 2.5253 1.7818 1.3514 -2.5640 1.0228
H 0.9692 -2.3028 1.0566 -0.2611 2.0333 -2.2808
```
Positions in Å, forces in eV/Å.

Summary:
Orbital gap ... 0.3323 hartree
HOMO level ... -8.19 eV
Largest force on an atom ... 4.1 eV/Å
Energy relative to the best compared isomer or geometry (same formula, charge and spin) ... 46.1 kcal/mol


[3]
# C6H16

A 2-piece molecular cluster, C6H16 overall at a distorted geometry (ωB97M-V/def2-TZVPD, the OMol25 dataset).

The geometry in XYZ format:
```
22
Properties=species:S:1:pos:R:3:forces:R:3
C 2.1871 0.2677 -0.0890 -1.2153 -0.0284 -1.7847
C 1.8468 0.9323 1.2304 1.6770 -0.6080 0.0974
C 2.1018 0.0164 2.4358 -0.4583 1.3944 1.2805
H 1.3794 -0.4114 -0.3848 0.1942 -0.3382 0.3440
H 3.1231 -0.2696 -0.2306 0.1660 -0.0160 0.8329
H 2.1724 0.9358 -0.9627 0.0462 0.4427 0.4120
H 2.5085 1.7926 1.3465 -0.1235 0.1870 0.1115
H 0.8283 1.3067 1.2908 -0.1310 -0.1250 -0.3914
H 3.1115 -0.0140 2.8461 0.4249 -0.2849 -0.8721
H 1.6457 0.5912 3.2561 -0.4364 -0.6188 0.1608
H 1.6825 -0.9847 2.4003 -0.1134 0.0070 -0.1871
C -2.6188 -1.4614 -1.0618 -0.7908 0.4758 -2.3651
C -1.4443 -0.5140 -0.8192 -1.3640 -0.2231 -0.2072
C -1.8221 0.8244 -1.4507 1.0589 0.6332 0.0176
H -3.6313 -1.0458 -1.0113 0.1731 0.1599 1.3841
H -2.7341 -1.6666 -2.1260 0.7383 0.0208 -0.6879
H -2.5458 -2.4522 -0.7117 0.0766 -0.9727 1.2573
H -0.6015 -0.9510 -1.3465 0.4522 0.0573 0.5703
H -1.3590 -0.4677 0.2656 0.7424 0.2624 -0.0396
H -2.8698 0.9210 -1.3506 -1.2635 0.2904 -0.2266
H -1.5328 0.8967 -2.4992 -0.2415 -0.3338 -0.1227
H -1.4275 1.7535 -1.0275 0.3880 -0.3819 0.4160
```
Positions in Å, forces in eV/Å.

Summary:
Orbital gap ... 0.4516 hartree
HOMO level ... -11.16 eV
Largest force on an atom ... 2.5 eV/Å
SMILES ... CCC.CCC
Energy relative to the best compared isomer or geometry (same formula, charge and spin) ... 24.5 kcal/mol